The molecule C2H6N2. Source: the Open Molecules 2025 dataset; level of theory: ωB97M-V/def2-TZVPD.

Values from the calculation:
energy above the lowest of the compared OMol25 structures with the same formula, charge and spin	79.87	kJ/mol
HOMO	-8.8	eV
SMILES string	[H]/N=C/NC
HOMO-LUMO gap	9.84	eV

Element x y z (Å)
H 1.875 1.833 -0.177
N 0.900 1.587 -0.318
C 0.645 0.395 0.008
N -0.596 -0.142 -0.160
C -0.928 -1.472 0.306
H 1.334 -0.317 0.468
H -1.330 0.417 -0.563
H -0.381 -2.240 -0.238
H -0.807 -1.563 1.390
H -1.977 -1.651 0.087

---

A cluster of 2 separate species, C2H6N2 in total. Source: the Open Molecules 2025 dataset; level of theory: ωB97M-V/def2-TZVPD.

Values from the calculation:
energy above the lowest of the compared OMol25 structures with the same formula, charge and spin	268.42	kJ/mol
HOMO	-10.1	eV
SMILES string	C=N.C=N
HOMO-LUMO gap	11.32	eV

Element x y z (Å)
C 3.486 4.178 3.805
N 4.215 4.317 2.809
H 3.726 3.494 4.606
H 2.404 4.487 3.739
H 3.651 4.736 2.041
C -3.726 -3.896 -3.409
N -2.596 -4.456 -3.145
H -4.142 -3.011 -2.867
H -4.373 -4.402 -4.080
H -2.645 -5.445 -3.500

---

A cluster of 2 separate species, C2H6N2 in total. Source: the Open Molecules 2025 dataset; level of theory: ωB97M-V/def2-TZVPD.

Values from the calculation:
energy above the lowest of the compared OMol25 structures with the same formula, charge and spin	408.61	kJ/mol
HOMO (spin up / spin down)	-12.7 / -12.7	eV
2S+1	2
net charge	+1
HOMO-LUMO gap (spin up / spin down)	5.88 / 1.95	eV

Element x y z (Å)
C -0.478 -3.324 -1.328
N -1.254 -2.419 -0.880
H -0.822 -4.315 -1.644
H 0.508 -3.150 -1.760
H -0.671 -1.580 -0.974
C 0.940 2.934 1.187
N -0.294 3.200 1.030
H 1.451 2.727 0.251
H 1.414 2.885 2.182
H -0.793 3.043 1.936

---

The molecule C2H6N2O. Source: the Open Molecules 2025 dataset; level of theory: ωB97M-V/def2-TZVPD.

Values from the calculation:
energy above the lowest of the compared OMol25 structures with the same formula, charge and spin	361.46	kJ/mol
HOMO	-9.3	eV
SMILES string	N/N=C\CO
HOMO-LUMO gap	10.07	eV

Element x y z (Å)
N 0.788 1.150 0.745
N 0.519 1.224 -0.604
C -0.165 0.322 -1.179
C -0.569 -1.000 -0.334
O -1.174 -0.762 0.952
H 1.022 0.216 1.165
H 1.457 1.872 1.148
H -0.313 0.358 -2.262
H -1.492 -1.527 -0.859
H 0.303 -1.714 -0.164
H -0.377 -0.137 1.393

---

The molecule C2H6N2O. Source: the Open Molecules 2025 dataset; level of theory: ωB97M-V/def2-TZVPD.

Values from the calculation:
energy above the lowest of the compared OMol25 structures with the same formula, charge and spin	412.94	kJ/mol
HOMO	-9.7	eV
SMILES string	N/N=C\CO
HOMO-LUMO gap	10.34	eV

Element x y z (Å)
N -1.040 -0.852 -0.046
N -1.258 0.555 -0.347
C -0.113 1.174 -0.276
C 1.054 0.491 0.208
O 1.325 -0.814 -0.558
H -0.948 -1.113 1.020
H -1.900 -1.384 -0.217
H -0.198 2.044 -0.835
H 1.917 1.255 0.455
H 0.675 -0.103 1.178
H 0.485 -1.255 -0.581

---

The molecule C2H6N2O. Source: the Open Molecules 2025 dataset; level of theory: ωB97M-V/def2-TZVPD.

Values from the calculation:
energy above the lowest of the compared OMol25 structures with the same formula, charge and spin	612.61	kJ/mol
HOMO (spin up / spin down)	-7.6 / -6.8	eV
HOMO-LUMO gap (spin up / spin down)	8.39 / 7.33	eV

Element x y z (Å)
C -0.046 1.657 1.342
C 0.079 0.431 -0.700
N -0.367 -1.823 -0.233
N 0.279 -0.903 -1.136
O 0.007 0.584 0.590
H 0.595 2.403 0.857
H 0.129 1.214 2.348
H 0.591 1.073 -1.456
H -1.348 -1.878 -0.145
H 0.107 -1.619 0.628
H -0.025 -1.137 -2.095

---

A structure of composition C2H6N2O. Source: the Open Molecules 2025 dataset; level of theory: ωB97M-V/def2-TZVPD.

Values from the calculation:
energy above the lowest of the compared OMol25 structures with the same formula, charge and spin	637.66	kJ/mol
HOMO	-9.0	eV
HOMO-LUMO gap	9.42	eV

Element x y z (Å)
C 1.365 -0.410 0.049
C 0.003 0.215 -0.075
H 1.371 -1.394 1.126
H 1.464 -1.117 -1.117
H 2.317 0.600 0.374
H 0.596 1.974 0.033
H -1.097 -1.580 0.047
H -2.250 1.007 -0.253
N -0.299 1.420 -0.076
N -1.102 -0.637 -0.309
O -2.367 -0.079 0.200

---

A cluster of 3 separate species, C2H6N2O in total. Source: the Open Molecules 2025 dataset; level of theory: ωB97M-V/def2-TZVPD.

Values from the calculation:
energy above the lowest of the compared OMol25 structures with the same formula, charge and spin	285.95	kJ/mol
HOMO	-9.3	eV
SMILES string	[H][H].N=C=O.C=N
HOMO-LUMO gap	9.88	eV

Element x y z (Å)
H 0.380 1.724 -3.961
H -0.012 2.248 -3.655
N 1.150 0.868 2.734
C 1.410 0.289 1.693
O 1.520 -0.119 0.638
H 1.565 0.621 3.621
C -1.469 -1.374 -0.099
N -0.893 -0.647 -0.929
H -1.061 -1.819 0.809
H -2.569 -1.571 -0.094
H -0.022 -0.221 -0.757

---

The molecule C2H6N2O. Source: the Open Molecules 2025 dataset; level of theory: ωB97M-V/def2-TZVPD.

Values from the calculation:
energy above the lowest of the compared OMol25 structures with the same formula, charge and spin	521.07	kJ/mol
HOMO	-10.1	eV
SMILES string	N/N=C\CO
HOMO-LUMO gap	10.58	eV

Element x y z (Å)
N -1.383 -0.946 -0.118
N -1.317 0.538 -0.318
C -0.013 1.095 -0.395
C 1.242 0.347 0.137
O 1.310 -1.014 -0.522
H -1.433 -0.764 1.039
H -2.402 -0.769 -0.195
H -0.003 2.103 -0.678
H 2.504 0.576 0.157
H 1.021 0.263 1.293
H 0.473 -1.429 -0.399

---

The molecule C2H6N2O. Source: the Open Molecules 2025 dataset; level of theory: ωB97M-V/def2-TZVPD.

Values from the calculation:
energy above the lowest of the compared OMol25 structures with the same formula, charge and spin	68.78	kJ/mol
HOMO	-9.8	eV
SMILES string	NCNC=O
HOMO-LUMO gap	10.72	eV

Element x y z (Å)
N 0.678 1.208 -0.542
C -0.578 0.635 -0.133
N -0.599 -0.825 -0.187
C 0.319 -1.464 0.573
O 1.056 -0.917 1.365
H 0.571 2.205 -0.672
H 1.364 1.066 0.193
H -0.938 0.898 0.867
H -1.356 0.949 -0.830
H -0.918 -1.202 -1.061
H 0.399 -2.552 0.426

---

A structure of composition C2H6N2O. Source: the Open Molecules 2025 dataset; level of theory: ωB97M-V/def2-TZVPD.

Values from the calculation:
energy above the lowest of the compared OMol25 structures with the same formula, charge and spin	313.09	kJ/mol
HOMO	-8.3	eV
HOMO-LUMO gap	8.92	eV

Element x y z (Å)
C -0.465 0.879 0.572
N 0.560 1.726 0.724
C 0.158 -1.648 -0.546
O -0.719 0.004 1.462
N -0.251 -1.437 -1.741
H -0.391 -1.124 0.642
H -0.857 0.803 -0.443
H 1.078 1.722 1.591
H 0.940 2.227 -0.066
H -1.151 -0.929 -1.738
H 1.098 -2.221 -0.457

---

The molecule C2H6N2O2. Source: the Open Molecules 2025 dataset; level of theory: ωB97M-V/def2-TZVPD.

Values from the calculation:
energy above the lowest of the compared OMol25 structures with the same formula, charge and spin	276.70	kJ/mol
HOMO	-9.3	eV
SMILES string	CC(=O)N(N)O
HOMO-LUMO gap	10.19	eV

Element x y z (Å)
C 1.291 0.510 0.842
C 0.753 -0.198 -0.368
O 1.427 -0.677 -1.261
N -0.600 -0.380 -0.392
N -1.473 0.248 0.459
O -1.207 -0.874 -1.589
H 0.695 0.299 1.725
H 2.318 0.193 1.007
H 1.268 1.583 0.658
H -1.921 1.044 0.004
H -2.196 -0.401 0.764
H -0.357 -1.348 -1.850

---

Number 1: energy -5151.0919 eV. Number 2: energy -5149.1378 eV. Number 3: energy -5138.7080 eV. Number 4: energy -7196.0412 eV. Number 5: energy -7195.5077 eV. Number 6: energy -7193.4383 eV. Number 7: energy -7193.1787 eV. Number 8: energy -7196.8239 eV. Number 9: energy -7194.3870 eV. Number 10: energy -7199.0747 eV. Number 11: energy -7196.5426 eV. Number 12: energy -9244.4498 eV.